Entry 1:
Density functional theory data (the ωB97M-V functional and the def2-TZVPD basis) for 2 unconnected molecules or ions with the total composition C6H18N3.

Output
LUMO level, eV: -2.9
ΔE to the lowest compared entry with this formula, charge and spin, kJ/mol: 57.07
E, a.u.: -403.45886

ORCA input file:
```
! RIJCOSX wB97M-V def2-TZVPD def2/J DEFGRID3
* xyz 1 1
C 1.58 -1.06 -2.21
C 0.22 -0.35 -2.29
C 2.72 -0.10 -1.79
H 1.91 -1.48 -3.17
H 1.51 -1.84 -1.45
H -0.60 -1.04 -2.10
H 0.24 0.52 -1.62
H 2.37 0.54 -0.97
H 2.95 0.55 -2.62
H 0.05 -0.03 -3.32
H 3.56 -0.71 -1.47
C -1.81 -0.84 0.90
C -2.92 -0.69 -0.11
C 0.00 0.76 1.49
N -1.24 0.51 1.13
N 0.85 -0.23 1.78
N 0.41 2.02 1.62
H -2.14 -1.19 1.86
H -1.03 -1.55 0.64
H -2.39 -0.58 -1.07
H -3.59 0.16 0.00
H -1.67 1.21 0.54
H 0.73 -1.10 1.30
H 1.72 0.05 2.21
H -0.24 2.78 1.75
H 1.39 2.25 1.66
H -3.50 -1.58 -0.36
*
```


Entry 2:
Density functional theory data (the ωB97M-V functional and the def2-TZVPD basis) for 2 unconnected molecules or ions with the total composition C6H18N3.

Output
LUMO level, eV: -2.8
ΔE to the lowest compared entry with this formula, charge and spin, kJ/mol: 355.01
E, a.u.: -403.34538

ORCA input file:
```
! RIJCOSX wB97M-V def2-TZVPD def2/J DEFGRID3
* xyz 1 1
C 2.00 -0.76 0.46
C 1.18 0.31 -1.64
C 1.24 1.62 0.59
C -1.00 -0.49 1.56
C 0.94 0.21 -0.07
C -0.54 -0.03 0.22
N -0.98 -1.82 -0.66
N -1.37 0.69 -0.43
N -2.73 0.76 -0.30
H 2.33 -0.57 1.58
H 2.87 -0.52 -0.04
H 1.67 -1.78 0.36
H 0.31 0.58 -2.12
H 1.60 -0.61 -1.94
H 1.98 0.93 -1.84
H 0.66 2.36 0.23
H 1.09 1.60 1.71
H 2.30 1.85 0.38
H -2.05 -0.62 1.73
H -0.67 0.30 2.19
H -0.31 -1.37 1.90
H -2.00 -1.66 -0.70
H -0.64 -2.81 -0.75
H -1.06 1.39 -1.13
H -0.81 -1.55 -1.69
H -3.02 1.74 -0.14
H -3.00 0.25 0.55
*
```


Entry 3:
Density functional theory data (the ωB97M-V functional and the def2-TZVPD basis) for 6 unconnected molecules or ions with the total composition C6H18N6O12.

Output
SMILES: C[N+](=O)[O-].C[N+](=O)[O-].C[N+](=O)[O-].C[N+](=O)[O-].C[N+](=O)[O-].C[N+](=O)[O-]
LUMO level, eV: -0.4
ΔE to the lowest compared entry with this formula, charge and spin, kJ/mol: 10.81
E, a.u.: -1470.25226

ORCA input file:
```
! RIJCOSX wB97M-V def2-TZVPD def2/J DEFGRID3
* xyz 0 1
C -10.27 -18.07 8.59
N -9.72 -18.63 9.86
O -9.24 -19.74 9.83
O -9.78 -17.89 10.82
H -9.53 -17.42 8.15
H -11.15 -17.50 8.88
H -10.57 -18.88 7.95
C -13.17 -14.79 7.32
N -13.14 -13.32 7.52
O -13.60 -12.91 8.55
O -12.65 -12.63 6.64
H -12.33 -15.04 6.68
H -14.11 -15.09 6.86
H -13.07 -15.25 8.30
C -12.16 -21.70 9.58
N -12.72 -21.27 10.89
O -12.99 -20.09 11.02
O -12.89 -22.12 11.72
H -12.98 -21.64 8.86
H -11.82 -22.71 9.70
H -11.39 -20.98 9.33
C -6.47 -21.54 10.46
N -5.25 -20.65 10.46
O -5.26 -19.70 9.73
O -4.35 -20.93 11.23
H -6.99 -21.27 11.38
H -6.08 -22.55 10.39
H -7.03 -21.25 9.58
C -6.91 -17.03 11.99
N -6.68 -16.06 13.11
O -5.99 -16.41 14.03
O -7.22 -14.97 13.03
H -7.12 -16.44 11.11
H -7.78 -17.61 12.29
H -6.02 -17.64 11.93
C -8.47 -13.93 10.53
N -8.85 -14.87 9.43
O -9.97 -14.81 8.95
O -7.99 -15.63 9.05
H -7.88 -13.16 10.04
H -7.93 -14.50 11.27
H -9.38 -13.49 10.92
*
```


Entry 4:
Density functional theory data (the ωB97M-V functional and the def2-TZVPD basis) for 6 unconnected molecules or ions with the total composition C6H18N6O12.

Output
SMILES: C[N+](=O)[O-].C[N+](=O)[O-].C[N+](=O)[O-].C[N+](=O)[O-].C[N+](=O)[O-].C[N+](=O)[O-]
LUMO level, eV: -0.5
ΔE to the lowest compared entry with this formula, charge and spin, kJ/mol: 35.62
E, a.u.: -1470.24281

ORCA input file:
```
! RIJCOSX wB97M-V def2-TZVPD def2/J DEFGRID3
* xyz 0 1
C 1.78 -1.45 1.10
N 2.66 -0.28 1.34
O 3.64 -0.45 2.03
O 2.32 0.77 0.84
H 1.29 -1.77 2.02
H 2.37 -2.27 0.69
H 1.04 -1.19 0.34
C -3.50 -1.23 2.77
N -2.94 0.15 2.97
O -3.49 1.08 2.45
O -1.97 0.23 3.69
H -4.08 -1.42 3.66
H -2.65 -1.88 2.61
H -4.14 -1.21 1.89
C -0.97 1.42 -0.05
N -0.28 0.89 -1.25
O 0.49 1.60 -1.83
O -0.51 -0.28 -1.54
H -0.35 1.18 0.81
H -1.96 0.97 0.00
H -1.05 2.50 -0.12
C 0.75 2.49 3.60
N 0.66 2.48 5.07
O -0.42 2.77 5.55
O 1.64 2.16 5.70
H 0.11 1.70 3.20
H 1.77 2.20 3.32
H 0.58 3.48 3.20
C 1.74 -2.67 -2.43
N 1.95 -3.44 -3.68
O 2.47 -2.87 -4.61
O 1.58 -4.60 -3.68
H 1.21 -3.27 -1.70
H 1.19 -1.77 -2.66
H 2.74 -2.41 -2.07
C -1.37 1.18 -4.58
N -0.06 0.60 -4.96
O 0.05 -0.60 -4.82
O 0.80 1.34 -5.36
H -1.26 2.22 -4.29
H -1.76 0.54 -3.80
H -2.07 1.12 -5.42
*
```